[1]
{
  "formula": "C5H10IN2",
  "method": "ωB97M-V with the def2-TZVPD basis set",
  "de_lowest_kcal_mol": 30.7,
  "orbital_gap_ev": 9.95,
  "e_tot_ev": -16419.98001,
  "smiles": "C/[NH+]=C(\\I)N=C(C)C",
  "total_charge": 1,
  "e_lumo_ev": -4.2,
  "e_homo_ha": -0.5207,
  "elements": ["C", "C", "C", "C", "C", "N", "N", "I", "H", "H", "H", "H", "H", "H", "H", "H", "H", "H"],
  "positions_angstrom": [[0.6101, -0.5571, 1.0097], [-0.1244, -0.3385, -1.3818], [1.7654, -0.8730, 1.8406], [-0.6789, -0.4647, 1.7392], [-0.9618, 1.1918, -3.0437], [0.7806, -0.4650, -0.2656], [-0.1483, 0.8663, -1.8976], [-0.7896, -2.1607, -2.1077], [1.9104, -0.0300, 2.4228], [1.5004, -1.7293, 2.3226], [2.5347, -1.0343, 1.1049], [-1.4220, -1.0932, 1.3818], [-1.0865, 0.5654, 1.5673], [-0.6975, -0.6734, 2.7506], [-1.4287, 0.2498, -3.3522], [-0.2905, 1.6851, -3.7902], [-1.7714, 1.9824, -2.9555], [0.5322, 1.5233, -1.4177]]
}



[2]
{
  "formula": "C5H10INS",
  "method": "ωB97M-V with the def2-TZVPD basis set",
  "de_lowest_kcal_mol": 36.8,
  "orbital_gap_ev": 7.49,
  "e_tot_ev": -25769.97989,
  "total_charge": 0,
  "e_lumo_ev": -0.6,
  "e_homo_ha": -0.2976,
  "elements": ["C", "C", "C", "C", "C", "N", "S", "I", "H", "H", "H", "H", "H", "H", "H", "H", "H", "H"],
  "positions_angstrom": [[-0.0127, -0.4172, -1.2059], [-0.7969, -0.2183, 0.0297], [-0.8352, 0.0173, -2.5065], [0.8863, 1.4998, 2.4247], [0.9600, 0.3663, 1.4452], [-0.3760, 0.0876, 1.1767], [-1.4246, -3.8261, -1.0681], [0.5049, -2.5951, -1.5355], [0.9790, 0.0233, -0.9962], [-1.8964, -0.4055, 0.0650], [-1.4814, -0.7967, -2.6977], [-1.4037, 0.9285, -2.3109], [-0.3613, 0.1198, -3.4308], [0.6869, 2.4406, 1.8615], [0.0443, 1.2412, 3.0875], [1.8168, 1.5657, 2.9927], [1.5546, 0.4341, 0.5567], [1.1554, -0.4652, 2.1118]]
}



[3]
{
  "formula": "C5H10MgO3Yb",
  "method": "ωB97M-V with the def2-TZVPD basis set",
  "orbital_gap_ev": 4.35,
  "e_tot_ev": -48461.78528,
  "total_charge": 0,
  "e_lumo_ev": -0.9,
  "e_homo_ha": -0.1919,
  "elements": ["O", "C", "C", "O", "C", "Yb", "H", "H", "H", "H", "H", "H", "H", "C", "C", "O", "Mg", "H", "H", "H"],
  "positions_angstrom": [[2.1167, 0.1143, 0.1562], [1.9583, 0.1756, -1.2252], [1.0705, -0.9412, -1.7653], [-0.0632, -1.0083, -0.8942], [-1.2055, -1.7033, -1.3601], [0.5605, -0.6031, 1.2777], [2.9211, 0.1239, -1.7667], [1.4692, 1.1363, -1.4867], [1.5761, -1.9202, -1.7488], [0.7411, -0.7379, -2.7951], [-1.5876, -2.2737, -0.5055], [-1.9808, -0.9796, -1.6505], [-0.9232, -2.3239, -2.2238], [-0.3089, 0.9057, 2.9992], [-0.7791, 1.9754, 2.2056], [-1.9631, 1.9833, 1.7518], [-3.0017, 1.8470, -0.0037], [-1.0700, 0.2697, 3.4700], [0.6099, 1.1050, 3.5624], [-0.1402, 2.8550, 2.0026]]
}



[4]
{
  "formula": "C5H10N",
  "method": "ωB97M-V with the def2-TZVPD basis set",
  "de_lowest_kcal_mol": 65.6,
  "orbital_gap_ev": 7.53,
  "e_tot_ev": -6827.35627,
  "smiles": "C=[NH+]C(=C)CC",
  "total_charge": 1,
  "e_lumo_ev": -6.7,
  "e_homo_ha": -0.5218,
  "elements": ["C", "C", "C", "C", "C", "N", "H", "H", "H", "H", "H", "H", "H", "H", "H", "H"],
  "positions_angstrom": [[-1.2246, 1.7411, -0.3034], [-0.5985, 0.4410, -0.8927], [-0.0922, -0.5411, 0.1882], [-0.8763, -0.8916, 1.2287], [2.3388, -0.8843, -0.4336], [1.2439, -0.9952, 0.2845], [-0.5224, 2.5040, 0.0548], [-1.7755, 1.4500, 0.6201], [-2.0239, 2.1150, -0.9448], [0.2779, 0.6681, -1.5002], [-1.2725, -0.0911, -1.5689], [-1.9106, -0.5525, 1.2333], [-0.6636, -1.5770, 2.0392], [2.8717, 0.0607, -0.5460], [2.8346, -1.8437, -0.5633], [1.3933, -1.6032, 1.1042]]
}



[5]
{
  "formula": "C5H10N",
  "method": "ωB97M-V with the def2-TZVPD basis set",
  "de_lowest_kcal_mol": 84.6,
  "orbital_gap_ev": 7.17,
  "e_tot_ev": -6826.53482,
  "total_charge": 1,
  "e_lumo_ev": -6.4,
  "e_homo_ha": -0.4996,
  "elements": ["C", "C", "C", "C", "C", "N", "H", "H", "H", "H", "H", "H", "H", "H", "H", "H"],
  "positions_angstrom": [[0.6697, 0.5841, -0.4940], [-0.8758, -0.4086, 0.3979], [0.2514, -0.8597, -0.5205], [0.6496, -2.1826, -1.0439], [-0.6961, 2.0221, 1.0393], [-0.6068, 0.9567, 0.1318], [1.5154, 0.5090, 0.2878], [1.1408, 1.1359, -1.2967], [-1.8372, -0.6404, -0.0012], [-0.6289, -0.7168, 1.4607], [-0.1175, -2.4736, -1.7266], [0.6162, -2.9741, -0.2359], [1.7591, -2.0721, -1.2849], [-1.6362, 1.9169, 1.6941], [0.1779, 2.1746, 1.7003], [-0.8017, 3.1071, 0.5534]]
}



[6]
{
  "formula": "C5H10N",
  "method": "ωB97M-V with the def2-TZVPD basis set",
  "de_lowest_kcal_mol": 25.0,
  "orbital_gap_ev": 11.71,
  "e_tot_ev": -6829.11691,
  "smiles": "C[N@@H+]1C=CCC1",
  "total_charge": 1,
  "e_lumo_ev": -3.3,
  "e_homo_ha": -0.5520,
  "elements": ["C", "C", "C", "C", "C", "N", "H", "H", "H", "H", "H", "H", "H", "H", "H", "H"],
  "positions_angstrom": [[1.5525, 0.9852, -0.2382], [0.3184, 1.3005, 0.1007], [1.7572, -0.5330, 0.1451], [0.3423, -1.0308, -0.0640], [-1.8204, 0.2627, -0.1421], [-0.4760, 0.1476, 0.4523], [2.3741, 1.6121, -0.6199], [-0.1824, 2.1967, 0.2438], [2.4783, -1.2009, -0.3810], [1.9612, -0.4831, 1.2121], [0.0617, -1.2221, -1.1207], [-0.1417, -1.9423, 0.4948], [-1.7698, 0.3620, -1.1701], [-2.5046, -0.6322, 0.0961], [-2.2633, 1.1384, 0.1799], [-0.5433, 0.0539, 1.5594]]
}



[7]
{
  "formula": "C5H10N",
  "method": "ωB97M-V with the def2-TZVPD basis set",
  "de_lowest_kcal_mol": 98.3,
  "orbital_gap_ev": 7.29,
  "e_tot_ev": -6825.94056,
  "total_charge": 1,
  "e_lumo_ev": -6.6,
  "e_homo_ha": -0.5103,
  "elements": ["C", "C", "C", "C", "C", "N", "H", "H", "H", "H", "H", "H", "H", "H", "H", "H"],
  "positions_angstrom": [[-0.5639, -2.8691, 0.9917], [0.4149, -2.2274, 1.4466], [0.8944, 1.1509, 0.1215], [0.7783, 2.4887, -0.5089], [-0.9719, 0.0099, -0.8957], [0.1569, 0.1525, -0.0590], [-0.8584, -3.8757, 1.2817], [-1.2522, -2.4595, 0.2381], [1.2671, -1.7504, 1.8579], [1.7128, 1.0309, 0.8267], [0.4017, 3.1906, 0.2347], [0.1039, 2.4886, -1.3621], [1.7655, 2.8339, -0.8097], [-1.2110, -1.0613, -0.9833], [-0.7937, 0.3845, -1.9078], [-1.8445, 0.5129, -0.4723]]
}



[8]
{
  "formula": "C5H10N2",
  "method": "ωB97M-V with the def2-TZVPD basis set",
  "de_lowest_kcal_mol": 70.1,
  "orbital_gap_ev": 9.81,
  "e_tot_ev": -8324.29159,
  "smiles": "CC(C)=NN1CC1",
  "total_charge": 0,
  "e_lumo_ev": 1.1,
  "e_homo_ha": -0.3203,
  "elements": ["C", "C", "C", "C", "C", "H", "H", "H", "H", "H", "H", "H", "H", "H", "H", "N", "N"],
  "positions_angstrom": [[-1.1878, 1.4635, -0.1143], [-1.1924, -0.0235, 0.1229], [-2.4565, -0.8630, 0.0182], [2.1092, -0.0198, 0.7087], [2.1633, -0.3429, -0.6809], [-0.6211, 1.6534, -1.0263], [-2.2244, 1.8487, -0.0237], [-0.6510, 1.8833, 0.8023], [-3.0780, -0.5404, -0.8292], [-3.1786, -0.5827, 0.8072], [-2.2675, -1.9750, -0.0655], [2.7856, 0.8084, 1.0613], [2.0433, -0.9481, 1.3491], [2.6342, 0.2887, -1.3682], [1.9717, -1.4816, -0.7946], [-0.0987, -0.6247, 0.0564], [0.9516, 0.3046, -0.0907]]
}



[9]
{
  "formula": "C5H10N2",
  "method": "ωB97M-V with the def2-TZVPD basis set",
  "de_lowest_kcal_mol": 59.7,
  "orbital_gap_ev": 8.04,
  "e_tot_ev": -8324.74570,
  "smiles": "C=C(N)N/C=C\\C",
  "total_charge": 0,
  "e_lumo_ev": 0.9,
  "e_homo_ha": -0.2606,
  "elements": ["C", "N", "C", "N", "C", "C", "C", "H", "H", "H", "H", "H", "H", "H", "H", "H", "H"],
  "positions_angstrom": [[0.7126, -0.4753, 2.0657], [-0.8995, 0.9532, -0.3083], [-0.7223, -0.1413, -1.1222], [0.5245, -0.7724, -0.8661], [0.1487, 1.4611, 0.5146], [1.0656, 0.5476, 1.0186], [-1.5061, -0.4515, -2.1655], [-1.5583, 1.6321, -0.6620], [0.5860, -1.3481, -0.0173], [0.7964, -1.4365, -1.5818], [0.5456, 2.4247, 0.1875], [2.0704, 0.9385, 1.1763], [-1.2970, -1.2938, -2.7999], [-2.3374, 0.1789, -2.4298], [-0.2773, -0.8952, 1.8685], [0.7130, -0.0232, 3.0569], [1.4350, -1.2987, 2.0649]]
}



[10]
{
  "formula": "C5H10N2",
  "method": "ωB97M-V with the def2-TZVPD basis set",
  "de_lowest_kcal_mol": 48.1,
  "orbital_gap_ev": 10.57,
  "e_tot_ev": -8325.24870,
  "smiles": "C[C@H]1N[C@H]1[C@H]1CN1",
  "total_charge": 0,
  "e_lumo_ev": 1.2,
  "e_homo_ha": -0.3444,
  "elements": ["C", "C", "N", "C", "C", "C", "N", "H", "H", "H", "H", "H", "H", "H", "H", "H", "H"],
  "positions_angstrom": [[-2.0835, -0.4613, -0.0578], [-1.1184, -0.2849, -1.2050], [-0.4006, 0.9777, -1.3771], [0.3448, -0.2195, -0.9697], [0.9113, -0.3757, 0.4188], [2.2557, 0.1569, 0.7272], [1.0678, 0.7624, 1.3256], [-3.0257, 0.0589, -0.2640], [-1.6704, -0.0651, 0.8770], [-2.3135, -1.5214, 0.0982], [-1.4554, -0.7125, -2.1489], [-0.5865, 1.5730, -0.5706], [0.9969, -0.5912, -1.7597], [0.5999, -1.2817, 0.9371], [2.9100, -0.3655, 1.4203], [2.7678, 0.7005, -0.0649], [0.8589, 1.6338, 0.8432]]
}



[11]
{
  "formula": "C5H10N2",
  "method": "ωB97M-V with the def2-TZVPD basis set",
  "de_lowest_kcal_mol": 122.8,
  "orbital_gap_ev": 8.91,
  "e_tot_ev": -8322.00997,
  "total_charge": 0,
  "e_lumo_ev": 0.9,
  "e_homo_ha": -0.2942,
  "elements": ["C", "C", "C", "C", "C", "N", "N", "H", "H", "H", "H", "H", "H", "H", "H", "H", "H"],
  "positions_angstrom": [[1.0901, 1.5174, -0.5738], [1.9263, 0.5344, -0.2323], [2.0320, -1.4514, 1.3381], [1.6955, -0.1986, 1.0290], [-1.3889, -1.1210, -0.6392], [-3.4212, 0.1695, -0.8484], [-2.1358, -0.0427, -0.3579], [1.1846, 2.0799, -1.4942], [0.3317, 1.8681, 0.0622], [2.5974, 0.1309, -0.8640], [2.5526, -2.0842, 0.7202], [1.6564, -1.6997, 2.3174], [1.2843, 0.3140, 1.9198], [-0.4986, -1.3058, -0.0228], [-3.5361, -0.3549, -1.7005], [-3.4170, 1.1082, -1.2094], [-1.9532, 0.5360, 0.5560]]
}



[12]
{
  "formula": "C5H10N2",
  "method": "ωB97M-V with the def2-TZVPD basis set",
  "de_lowest_kcal_mol": 119.2,
  "orbital_gap_ev": [7.54, 7.15],
  "e_tot_ev": -8322.16493,
  "smiles": "C=C=CN(N)CC",
  "total_charge": 0,
  "e_lumo_ev": [0.4, 0.8],
  "e_homo_ha": [-0.2609, -0.2338],
  "elements": ["C", "C", "C", "N", "C", "C", "N", "H", "H", "H", "H", "H", "H", "H", "H", "H", "H"],
  "positions_angstrom": [[-0.0549, -1.2068, 0.5755], [1.1460, -1.4516, -0.3181], [0.4575, 1.6262, 0.0313], [-2.3800, -0.5837, -0.1958], [-0.7462, 1.1485, -0.1376], [1.6288, 2.1875, 0.0175], [-1.0397, -0.1916, -0.0165], [-2.8755, 0.0187, -0.8539], [-2.8827, -0.5536, 0.6913], [-1.5695, 1.8069, -0.3964], [0.2503, -0.9106, 1.5841], [-0.6023, -2.1517, 0.6728], [2.5080, 1.6534, 0.3600], [1.7654, 3.1791, -0.4006], [0.8745, -1.4449, -1.3779], [1.5959, -2.4224, -0.0831], [1.9246, -0.7033, -0.1525]]
}



[13]
{
  "formula": "C5H10N2",
  "method": "ωB97M-V with the def2-TZVPD basis set",
  "de_lowest_kcal_mol": 93.6,
  "orbital_gap_ev": 8.77,
  "e_tot_ev": -8323.27312,
  "smiles": "C=NC(=C)CCN",
  "total_charge": 0,
  "e_lumo_ev": 0.2,
  "e_homo_ha": -0.3141,
  "elements": ["C", "C", "C", "C", "C", "N", "N", "H", "H", "H", "H", "H", "H", "H", "H", "H", "H"],
  "positions_angstrom": [[0.8603, 0.6553, -1.6117], [1.1305, 0.1304, -0.0720], [-0.1052, -0.3965, 0.5581], [-0.1094, -1.6407, 1.1953], [-1.5399, 0.9283, 2.0298], [-0.9952, 0.7108, 0.8732], [0.0065, -0.3536, -2.4981], [1.8684, 0.7998, -2.1446], [0.2682, 1.6617, -1.6711], [2.2162, -0.4319, -0.0751], [1.4034, 0.9948, 0.5243], [0.6554, -2.4451, 1.2076], [-1.0606, -1.9734, 1.6603], [-2.6210, 1.4154, 2.0592], [-0.7592, 0.8822, 2.9185], [-0.7058, 0.0723, -3.0771], [-0.5126, -1.0096, -1.8766]]
}



[14]
{
  "formula": "C5H10N2",
  "method": "ωB97M-V with the def2-TZVPD basis set",
  "de_lowest_kcal_mol": 60.1,
  "orbital_gap_ev": 10.37,
  "e_tot_ev": -8324.72611,
  "smiles": "[H]/N=C(\\C)C/C(C)=N/[H]",
  "total_charge": 0,
  "e_lumo_ev": 1.0,
  "e_homo_ha": -0.3448,
  "elements": ["C", "C", "C", "C", "C", "N", "N", "H", "H", "H", "H", "H", "H", "H", "H", "H", "H"],
  "positions_angstrom": [[-0.4351, -0.2562, 0.2786], [-0.3272, -0.1197, -1.3725], [0.4065, 0.1798, 1.6427], [-1.4394, -0.8553, -2.0881], [1.6414, 1.0213, 1.4767], [0.6029, 0.5969, -1.7989], [-0.3103, -0.0434, 2.6792], [-1.5682, -0.1558, 0.2724], [-0.2092, -1.3381, 0.4778], [-1.9053, -0.3477, -2.8504], [-2.1268, -1.0868, -1.2480], [-0.9911, -1.8178, -2.4701], [1.6947, 1.4491, 0.4537], [2.5317, 0.2651, 1.5601], [1.6095, 1.7702, 2.2067], [0.7377, 0.4463, -2.8340], [0.0882, 0.2922, 3.6141]]
}